Computed, not measured: a 10-piece molecular cluster, C5H29NO10S overall, with the ωB97M-V functional and the def2-TZVPD basis.

Element x y z (Å)
C (-1.944, 0.850, 3.072)
S (-0.113, 0.342, 3.119)
C (0.265, 0.278, 1.363)
C (1.275, -0.811, 0.953)
C (2.519, -0.203, 0.188)
N (2.348, 0.129, -1.221)
C (3.801, -1.051, 0.237)
O (3.858, -2.097, 0.793)
H (-2.639, 0.089, 2.623)
H (-2.157, 1.658, 2.455)
H (-2.143, 0.954, 4.154)
H (-0.730, 0.248, 0.782)
H (0.818, 1.162, 1.048)
H (1.828, -1.337, 1.934)
H (0.876, -1.689, 0.304)
H (2.925, 0.587, 0.937)
H (2.532, 1.209, -1.400)
H (1.356, 0.324, -1.508)
H (4.507, -0.709, -0.534)
O (1.836, 3.547, 2.893)
H (2.476, 2.937, 3.173)
H (1.068, 3.478, 3.330)
O (-4.409, 0.510, -1.067)
H (-3.677, 0.559, -1.566)
H (-4.109, 0.345, -0.190)
O (-1.092, 0.170, -4.110)
H (-1.811, -0.280, -4.656)
H (-0.719, -0.528, -3.572)
O (-1.375, -3.997, -2.982)
H (-1.152, -3.126, -2.846)
H (-1.723, -4.374, -2.219)
O (0.609, 2.850, -0.328)
H (0.093, 2.422, 0.442)
H (1.048, 3.645, 0.209)
O (-2.907, 2.138, 0.043)
H (-2.785, 2.808, 0.761)
H (-2.579, 2.524, -0.799)
O (-0.781, -1.659, -1.460)
H (-0.527, -2.431, -0.909)
H (-1.035, -0.869, -1.035)
O (-1.509, 2.232, -2.594)
H (-1.474, 1.519, -3.291)
H (-0.599, 2.451, -2.456)
O (0.526, -4.382, -0.091)
H (1.057, -4.397, -0.882)
H (1.101, -4.426, 0.710)

F_max (Eh/bohr): 0.1020
Kohn-Sham gap (Eh): 0.3400
Total charge: 0
Energy (Ha): -1413.1143
Energy relative to the best compared isomer or geometry (same formula, charge and spin) (eV): 4.027
SMILES: CSCC[C@H](N)C=O.O.O.O.O.O.O.O.O.O

Results of the Löwdin charge analysis, in e, for atoms 1 through 8:
1. C -0.3467
2. S 0.8086
3. C -0.5621
4. C -0.2084
5. C -0.3997
6. N 0.0293
7. C -0.2552
8. O 0.0623